# 1
C5H8ClNO in the gas phase, computed with the ωB97M-V functional and the def2-TZVPD basis.

```
16
C5H8ClNO (the ωB97M-V functional and the def2-TZVPD basis)
C 0.338 1.166 -0.501
C 1.309 0.326 0.448
C 0.493 -0.972 0.858
C -1.798 -0.687 -0.586
C -0.531 -0.026 -0.878
H -0.941 1.611 0.894
H 0.900 1.609 -1.277
H 1.658 0.889 1.311
H 0.521 -1.143 1.945
H 0.902 -1.819 0.352
H -2.715 -0.132 -0.317
H -1.915 -1.653 -1.104
H 0.101 -0.727 -1.489
N -0.809 -0.497 0.432
O -0.349 2.135 0.281
Cl 2.836 -0.080 -0.368
```

Values from the calculation:
orbital gap	10.39	eV
2S+1	1
SMILES	O[C@H]1[C@H](Cl)CN2C[C@@H]12

Atomic partial charges in e from the natural (NBO) method, atoms 1 to 2: C 0.10; C -0.21

***

# 2
C4H5CsMgO3 as an isolated structure, computed with the ωB97M-V functional and the def2-TZVPD basis.

```
14
C4H5CsMgO3 (the ωB97M-V functional and the def2-TZVPD basis)
Cs -2.469 -3.000 -1.405
O -1.138 -0.029 0.214
C -2.015 1.014 0.665
H -1.785 1.230 1.714
H -1.876 1.923 0.069
H -3.028 0.620 0.553
C 2.311 -1.144 -0.213
C 1.215 -0.625 -0.807
O 0.181 -1.230 -1.352
C 0.165 0.236 0.100
O 0.628 1.235 0.630
Mg 2.377 2.470 -0.292
H 2.883 -0.498 0.453
H 2.551 -2.202 -0.331
```

Values from the calculation:
orbital gap	3.47	eV
2S+1	1

Atomic partial charges in e from the natural (NBO) method, atoms 1 to 2: Cs 0.99; O -0.54

***

Number 1: E_HOMO -9.4648 eV. Number 2: E_HOMO -4.7245 eV.